A cluster of 7 separate species, C22H43N5O6 in total in a non-equilibrium geometry, computed with ωB97M-V with the def2-TZVPD basis set.

The geometry in ORCA input format:
```
! RIJCOSX wB97M-V def2-TZVPD def2/J DEFGRID3
* xyz -1 2
C -10.928 7.730 -15.284
C -12.074 7.538 -16.207
N -12.867 7.466 -17.037
H -10.803 8.812 -15.235
H -10.017 7.337 -15.735
H -10.911 7.383 -14.251
C -6.528 10.302 -17.296
C -7.998 10.209 -17.134
N -9.113 10.132 -17.042
H -6.249 11.229 -17.798
H -6.205 9.446 -17.888
H -6.062 10.129 -16.326
C -3.290 6.786 -13.585
C -4.097 7.767 -14.349
N -4.734 8.549 -14.891
H -3.932 5.954 -13.295
H -2.923 7.382 -12.749
H -2.494 6.431 -14.241
C -5.354 12.029 -14.354
C -6.032 12.822 -15.400
N -6.618 13.386 -16.250
H -5.701 11.018 -14.566
H -5.534 12.415 -13.350
H -4.310 12.279 -14.543
C -9.431 13.689 -18.331
C -9.410 13.142 -19.642
N -9.271 12.695 -20.740
H -8.535 14.308 -18.366
H -9.460 12.979 -17.505
H -10.360 14.251 -18.242
C -11.215 5.634 -21.133
O -9.995 5.791 -20.450
C -9.963 6.883 -19.593
C -9.510 8.271 -20.210
O -10.619 8.743 -20.905
C -11.499 9.706 -20.336
C -12.532 10.254 -21.180
O -13.358 9.274 -21.890
C -14.064 8.453 -21.013
H -11.966 5.444 -20.366
H -11.052 4.866 -21.889
H -11.607 6.428 -21.769
H -9.087 6.688 -18.973
H -10.870 6.960 -18.994
H -8.732 8.126 -20.960
H -9.222 9.010 -19.463
H -10.904 10.544 -19.973
H -11.910 9.243 -19.438
H -12.047 10.794 -21.992
H -13.120 10.953 -20.586
H -13.469 7.750 -20.429
H -14.794 7.872 -21.578
H -14.525 9.018 -20.203
C -1.516 4.679 -11.082
O -2.621 4.206 -11.891
C -2.270 3.216 -12.907
C -3.470 3.012 -13.813
O -3.641 4.098 -14.791
C -4.768 3.780 -15.631
C -4.813 4.865 -16.738
O -5.849 4.613 -17.626
C -6.709 5.640 -18.050
H -0.752 5.200 -11.659
H -1.176 3.833 -10.484
H -1.856 5.513 -10.469
H -1.968 2.312 -12.379
H -1.434 3.619 -13.479
H -4.344 2.797 -13.198
H -3.304 2.097 -14.382
H -5.684 3.803 -15.041
H -4.687 2.837 -16.172
H -3.906 4.889 -17.342
H -4.759 5.886 -16.362
H -7.484 5.635 -17.283
H -7.070 5.138 -18.948
H -6.183 6.576 -18.238
*
```

## Properties
HOMO (spin up / spin down): 0.52 / -6.73 eV
⟨S²⟩: 0.750
E_LUMO (spin up / spin down): 0.0938 / 0.0944 hartree
maximum force: 6.5 eV/A
DFT total energy: -1589.017846 hartree


A structure of composition C56H51N4O4P2STi in a non-equilibrium geometry, computed with ωB97M-V with the def2-TZVPD basis set.

The geometry in ORCA input format:
```
! RIJCOSX wB97M-V def2-TZVPD def2/J DEFGRID3
* xyz 2 2
Ti -0.425 -1.227 2.414
O -0.654 -1.159 0.479
S -0.322 -0.356 -0.898
C 1.479 -0.270 -0.920
C 2.254 -1.133 -0.176
C 3.692 -1.114 -0.185
C 4.333 -0.349 -1.163
C 3.546 0.496 -1.969
C 2.148 0.637 -1.783
P 1.267 2.000 -2.464
C 1.708 2.005 -4.251
C 2.174 0.888 -4.937
C 2.493 0.993 -6.285
C 2.198 2.183 -7.008
C 1.755 3.316 -6.325
C 1.509 3.218 -4.961
C 2.282 3.395 -2.003
C 3.486 3.833 -2.613
C 4.195 4.887 -2.100
C 3.646 5.635 -1.049
C 2.423 5.254 -0.460
C 1.755 4.105 -0.890
C -0.484 -1.688 -2.135
C 0.563 -2.490 -2.673
C 0.316 -3.524 -3.567
C -0.997 -3.757 -3.949
C -2.042 -2.962 -3.470
C -1.818 -1.955 -2.508
P -3.172 -0.998 -1.790
C -4.669 -1.840 -2.303
C -5.195 -1.931 -3.613
C -6.442 -2.537 -3.793
C -7.239 -2.913 -2.703
C -6.685 -2.802 -1.417
C -5.402 -2.319 -1.226
C -3.237 0.396 -2.938
C -3.488 1.641 -2.319
C -3.504 2.817 -3.071
C -3.140 2.774 -4.414
C -2.789 1.542 -4.997
C -2.810 0.355 -4.285
H 1.762 -1.878 0.453
H 4.242 -1.764 0.507
H 5.399 -0.427 -1.381
H 4.044 1.105 -2.731
H 2.233 -0.055 -4.417
H 2.993 0.155 -6.767
H 2.329 2.184 -8.096
H 1.659 4.262 -6.814
H 1.165 4.104 -4.393
H 3.879 3.353 -3.539
H 5.161 5.129 -2.532
H 4.179 6.469 -0.635
H 1.988 5.851 0.335
H 0.898 3.681 -0.373
H 1.575 -2.260 -2.399
H 1.131 -4.146 -3.923
H -1.235 -4.638 -4.582
H -3.034 -3.015 -3.889
H -4.688 -1.503 -4.480
H -6.791 -2.653 -4.810
H -8.201 -3.364 -2.876
H -7.255 -3.177 -0.561
H -4.971 -2.286 -0.227
H -3.660 1.656 -1.229
H -3.689 3.763 -2.606
H -3.072 3.701 -4.965
H -2.470 1.469 -6.019
H -2.485 -0.588 -4.737
O -1.817 -2.853 2.689
C -1.482 -4.321 2.830
C 0.036 -4.295 2.807
C 0.944 -5.360 2.984
C 2.326 -5.133 3.189
C 2.850 -3.845 2.954
C 1.903 -2.814 2.852
N 0.578 -3.032 2.677
H -2.765 -2.740 2.809
H -1.886 -4.819 1.918
H -1.978 -4.707 3.739
H 0.458 -6.316 3.115
H 2.877 -5.978 3.488
H 3.913 -3.537 2.901
H 2.209 -1.772 2.836
C 0.266 -1.401 5.765
N -0.586 -1.113 4.609
C -1.644 -0.423 4.984
C -2.465 0.135 4.013
C -3.785 0.663 3.899
C -4.054 0.865 2.531
C -2.902 0.412 1.849
N -1.949 -0.048 2.687
C 1.353 -0.364 5.959
C 0.993 0.972 6.001
C 1.973 1.976 6.113
C 3.312 1.585 6.197
C 3.683 0.244 6.205
C 2.697 -0.730 6.116
H 0.702 -2.388 5.721
H -0.387 -1.399 6.660
H -1.891 -0.275 6.059
H -4.439 0.943 4.726
H -4.984 1.233 2.148
H -2.779 0.479 0.791
H -0.056 1.237 6.022
H 1.620 3.009 6.058
H 4.049 2.323 6.415
H 4.766 -0.045 6.309
H 2.928 -1.797 6.229
N 2.025 3.623 2.827
C 2.292 2.211 2.447
C 0.885 1.444 2.585
O -0.093 2.151 2.883
O 0.911 0.162 2.461
H 2.459 3.803 3.733
H 1.011 3.812 2.936
H 2.452 4.236 2.066
H 2.950 1.708 3.180
H 2.727 2.106 1.430
*
```

## Properties
HOMO (spin up / spin down): -11.84 / -11.94 eV
energy above the lowest of the compared OMol25 structures with the same formula, charge and spin: 0.0000 eV
⟨S²⟩: 0.753
E_LUMO (spin up / spin down): -0.1726 / -0.1742 hartree
maximum force: 3.6 eV/A
DFT total energy: -4614.480852 hartree


A cluster of 2 separate species, C7H7NOS2 in total in a non-equilibrium geometry, computed with ωB97M-V with the def2-TZVPD basis set.

The geometry in ORCA input format:
```
! RIJCOSX wB97M-V def2-TZVPD def2/J DEFGRID3
* xyz 0 1
C 2.603 1.180 -1.591
C 1.613 0.259 -1.106
C 2.677 2.404 -0.991
C 1.150 1.936 0.571
C 0.923 0.691 -0.040
C -0.363 -0.464 1.117
C -3.177 -1.198 1.388
N 1.941 2.802 0.037
O -0.140 -1.989 3.185
S 0.458 -0.891 2.434
S -1.748 -0.840 0.166
H 3.401 0.868 -2.263
H 1.431 -0.706 -1.514
H 3.403 3.172 -1.304
H 0.324 2.251 1.236
H -3.876 -1.076 0.615
H -3.302 -0.353 2.001
H -3.110 -2.145 1.874
*
```

## Properties
HOMO: -8.50 eV
energy above the lowest of the compared OMol25 structures with the same formula, charge and spin: 3.3347 eV
E_LUMO: 0.0005 hartree
maximum force: 4.9 eV/A
DFT total energy: -1197.157098 hartree


A cluster of 2 separate species, C2H10N4 in total in a non-equilibrium geometry, computed with ωB97M-V with the def2-TZVPD basis set.

The geometry in ORCA input format:
```
! RIJCOSX wB97M-V def2-TZVPD def2/J DEFGRID3
* xyz -1 2
N 1.790 0.299 -2.686
C 2.516 -0.889 -3.146
N 3.925 -0.935 -2.807
H 2.173 1.183 -2.984
H 1.755 0.275 -1.669
H 1.947 -1.772 -2.703
H 2.486 -0.867 -4.243
H 4.502 -0.353 -3.402
H 4.017 -0.722 -1.823
N -4.228 0.718 4.567
C -3.615 0.248 3.401
N -3.724 0.791 2.249
H -4.168 1.734 4.590
H -3.645 0.347 5.351
H -2.898 -0.618 3.507
H -2.831 0.561 1.798
*
```

## Properties
HOMO (spin up / spin down): 1.26 / -5.21 eV
energy above the lowest of the compared OMol25 structures with the same formula, charge and spin: 0.6186 eV
⟨S²⟩: 0.751
E_LUMO (spin up / spin down): 0.1130 / 0.1113 hartree
maximum force: 1.6 eV/A
DFT total energy: -301.135791 hartree


A structure of composition C5H10O2 in a non-equilibrium geometry, computed with ωB97M-V with the def2-TZVPD basis set.

The geometry in ORCA input format:
```
! RIJCOSX wB97M-V def2-TZVPD def2/J DEFGRID3
* xyz 0 1
O -1.709 -0.894 0.925
C -1.588 0.517 0.936
C -0.131 0.844 0.652
C 0.362 0.230 -0.637
C 2.094 0.180 -0.962
O 1.875 -1.085 -1.545
C 0.673 -1.240 -0.784
H -2.628 -1.127 1.094
H -1.878 0.937 1.912
H -2.236 0.976 0.171
H 0.489 0.461 1.469
H -0.019 1.941 0.645
H -0.243 0.610 -1.496
H 2.532 0.100 0.033
H 1.565 1.045 -1.321
H -0.047 -1.858 -1.309
H 0.890 -1.638 0.217
*
```

## Properties
HOMO: -8.44 eV
energy above the lowest of the compared OMol25 structures with the same formula, charge and spin: 4.9772 eV
E_LUMO: 0.0263 hartree
maximum force: 3.3 eV/A
DFT total energy: -346.842522 hartree


A cluster of 5 separate species, C5H20O5 in total, computed with ωB97M-V with the def2-TZVPD basis set.

The geometry in ORCA input format:
```
! RIJCOSX wB97M-V def2-TZVPD def2/J DEFGRID3
* xyz 0 1
C 0.042 2.515 3.168
O -0.229 3.499 2.184
H -0.728 1.739 3.187
H 1.002 2.042 2.952
H 0.091 2.971 4.160
H -1.097 3.308 1.810
C 0.190 -3.470 -2.499
O 0.091 -3.689 -3.902
H -0.557 -2.721 -2.253
H 0.004 -4.390 -1.938
H 1.176 -3.082 -2.223
H 0.634 -4.447 -4.131
C 3.477 -2.532 0.160
O 2.484 -1.603 -0.271
H 3.571 -2.552 1.246
H 3.164 -3.514 -0.186
H 4.449 -2.309 -0.286
H 2.616 -0.765 0.178
C -2.541 3.466 -0.260
O -2.674 2.683 0.932
H -2.805 4.510 -0.085
H -1.505 3.394 -0.577
H -3.173 3.072 -1.060
H -3.589 2.756 1.219
C -0.961 0.055 -0.115
O 0.054 -0.286 -1.058
H -0.559 0.744 0.630
H -1.789 0.526 -0.636
H -1.330 -0.839 0.395
H 0.492 -1.083 -0.740
*
```

## Properties
HOMO: -9.89 eV
energy above the lowest of the compared OMol25 structures with the same formula, charge and spin: 1.7923 eV
E_LUMO: 0.0211 hartree
maximum force: 0.5 eV/A
DFT total energy: -578.600868 hartree